No. 1
This record from OMol25 describes a molecular structure, C32H34BrN7O2STi. The level of theory is ωB97M-V/def2-TZVPD.

The geometry in XYZ format:
```
78
Properties=species:S:1:pos:R:3:forces:R:3:lowdin_charge:R:1
Ti -0.265 -0.499 -0.596 0.6 -0.1 -1.2 0.813
O 0.410 0.084 4.749 0.1 0.0 -0.2 0.070
C 1.600 -0.360 4.225 -0.2 0.1 0.2 -0.256
C 2.706 -0.326 5.061 0.1 -0.1 0.0 0.024
C 3.934 -0.746 4.583 0.1 0.0 0.0 -0.042
C 4.067 -1.214 3.278 -0.1 0.1 0.1 -0.071
C 2.959 -1.224 2.447 0.0 0.0 0.0 -0.047
C 1.722 -0.774 2.900 0.1 0.0 0.1 -0.116
C 0.512 -0.708 2.017 0.1 0.2 -0.5 -0.315
O 0.742 -1.220 0.705 0.2 0.2 0.9 -0.244
N 0.058 0.700 1.892 -0.1 0.1 -0.1 0.051
N -0.263 1.153 0.633 0.0 0.0 1.0 -0.134
C -0.684 2.349 0.462 -0.1 0.3 -0.5 -0.141
C -1.106 2.845 -0.840 0.2 -0.3 0.4 -0.532
Br -1.032 1.542 -2.257 -0.1 0.2 0.0 0.950
C -1.609 4.073 -1.009 -0.2 0.4 -0.2 -0.045
C -2.143 4.817 -2.144 0.2 -0.3 0.4 -0.226
C -1.768 4.619 -3.477 0.0 0.0 -0.1 -0.056
C -2.343 5.387 -4.474 0.0 0.0 0.1 -0.049
C -3.299 6.346 -4.153 0.0 0.0 -0.1 -0.033
C -3.661 6.564 -2.832 0.0 0.0 0.1 -0.037
C -3.069 5.815 -1.830 -0.1 0.2 -0.1 -0.016
H -0.345 -0.342 4.325 0.0 0.0 0.1 0.084
H 2.583 0.013 6.081 0.0 0.0 0.0 0.137
H 4.791 -0.734 5.243 0.0 0.0 0.0 0.122
H 5.021 -1.589 2.931 0.0 0.0 0.0 0.107
H 3.035 -1.626 1.444 0.0 0.0 0.0 0.085
H -0.307 -1.294 2.444 -0.1 -0.1 0.0 0.132
H 0.387 1.382 2.562 0.1 0.0 0.0 0.153
H -0.753 3.039 1.300 0.0 0.0 0.0 0.158
H -1.665 4.606 -0.060 0.0 0.1 -0.1 0.138
H -0.993 3.917 -3.743 0.0 -0.1 0.0 0.073
H -2.039 5.253 -5.503 0.0 0.0 0.0 0.117
H -3.748 6.940 -4.938 0.0 0.0 0.0 0.123
H -4.388 7.325 -2.581 0.0 0.0 0.0 0.122
H -3.334 5.994 -0.795 0.0 0.0 0.0 0.124
N -2.645 -3.278 0.677 -0.1 -0.1 0.3 0.181
C -2.760 -3.033 2.092 0.0 -0.1 -0.4 -0.224
C -2.617 -4.079 2.982 0.0 0.0 0.1 0.009
C -2.683 -3.816 4.344 0.0 0.0 0.0 -0.031
C -2.862 -2.517 4.801 0.0 0.0 -0.1 -0.037
C -2.977 -1.468 3.894 0.0 0.0 0.0 -0.084
C -2.942 -1.732 2.531 0.0 0.0 0.3 -0.482
S -3.188 -0.475 1.331 0.1 0.2 -0.2 1.058
N -2.128 -1.079 0.099 -0.2 -0.1 0.1 -0.340
C -2.175 -2.362 -0.157 0.0 -0.2 -0.7 -0.341
C -1.702 -2.767 -1.540 -0.2 0.1 0.6 -0.165
C -2.251 -3.826 -2.223 0.0 -0.2 -0.2 0.042
C -1.917 -3.993 -3.566 -0.1 -0.1 0.1 0.024
C -1.058 -3.092 -4.166 0.1 0.1 0.0 0.005
C -0.531 -2.070 -3.397 0.2 -0.1 0.0 -0.094
N -0.823 -1.913 -2.102 -0.5 -0.3 -0.2 -0.008
H -2.607 -4.246 0.395 0.0 0.0 0.0 0.160
H -2.464 -5.093 2.629 0.0 0.0 0.0 0.129
H -2.594 -4.632 5.049 0.0 0.0 0.0 0.126
H -2.921 -2.319 5.863 0.0 0.0 0.0 0.126
H -3.135 -0.455 4.247 0.0 0.0 0.0 0.123
H -2.969 -4.486 -1.755 0.0 0.0 0.0 0.136
H -2.351 -4.806 -4.135 0.0 0.0 0.0 0.141
H -0.800 -3.168 -5.213 0.0 0.0 0.0 0.133
H 0.156 -1.349 -3.825 0.0 0.0 0.0 0.118
N 4.790 0.051 -1.518 -0.2 0.0 0.0 0.079
C 4.085 -1.037 -2.302 0.3 0.3 0.1 -0.065
C 2.724 -1.298 -1.685 -0.1 0.0 0.1 -0.164
N 1.865 -0.094 -1.604 0.3 0.1 -0.2 -0.114
C 2.589 0.960 -0.854 -0.2 -0.1 0.1 -0.167
C 3.945 1.305 -1.434 0.3 -0.3 -0.1 -0.064
H 5.694 0.265 -1.946 0.0 0.0 0.0 0.194
H 4.998 -0.284 -0.573 0.0 0.0 0.0 0.188
H 4.720 -1.920 -2.277 -0.1 -0.1 0.0 0.151
H 4.028 -0.672 -3.328 -0.1 0.0 0.0 0.146
H 2.841 -1.669 -0.666 0.0 -0.1 0.0 0.109
H 2.223 -2.081 -2.251 0.0 0.0 -0.1 0.130
H 1.694 0.245 -2.550 0.0 0.1 0.0 0.101
H 2.691 0.599 0.174 0.0 0.0 0.0 0.123
H 1.983 1.864 -0.822 0.0 0.0 0.0 0.125
H 4.482 2.022 -0.816 0.0 0.0 0.0 0.151
H 3.885 1.690 -2.451 -0.1 0.1 0.0 0.148
```
Positions in Å, forces in eV/Å.

The multiplicity is 2. Its orbital gap (alpha / beta) is 6.8 / 6.7 eV. The total charge is +3. For the energy above the lowest of the compared OMol25 structures with the same formula, charge and spin, the calculation gives 44.93 kJ/mol. Its energy is -152232.4522 eV. For the lowest unoccupied orbital energy (alpha / beta), the calculation gives -8.40 / -8.51 eV. The highest occupied orbital energy (alpha / beta) comes out at -15.2 / -15.3 eV. The molar mass comes out at 708.51 g/mol. Its expectation value of S² is 0.7574.



No. 2
This record from OMol25 describes 3 unconnected molecules or ions with the total composition C30H59IN2O5. The level of theory is ωB97M-V/def2-TZVPD.

The geometry in XYZ format:
```
97
Properties=species:S:1:pos:R:3:forces:R:3:lowdin_charge:R:1
C 0.431 -0.301 -0.076 0.5 -0.8 -0.5 -0.104
O 0.762 1.101 -0.260 -1.9 -0.5 1.7 -0.262
C -0.325 1.899 0.254 -0.9 1.2 -0.4 -0.236
C -1.636 1.870 -0.673 -0.7 -0.1 1.1 -0.177
C -2.646 3.012 -0.127 0.5 0.4 -0.9 -0.198
C -3.639 3.553 -1.293 0.4 -0.5 0.1 -0.170
C -5.085 2.865 -1.187 -0.4 -0.4 -0.1 -0.117
C -6.306 3.886 -1.105 1.0 4.3 -1.3 -0.448
O -6.147 5.048 -1.568 -0.7 -4.4 1.9 0.050
O -7.567 3.618 -0.504 1.5 -1.5 -1.5 -0.131
C -8.086 2.299 -0.915 -0.1 0.6 2.2 -0.664
I -8.183 2.310 -3.095 -0.2 -0.4 0.6 0.909
C -9.501 2.150 -0.188 -0.1 0.5 -1.0 -0.194
C -10.238 0.739 -0.403 0.3 -0.4 1.1 -0.374
C -10.819 0.269 1.049 -0.6 0.1 -0.4 -0.103
C -9.297 -0.449 -0.937 -1.3 -0.6 0.1 -0.129
H -0.016 -0.683 -1.060 0.6 0.3 1.4 0.102
H -0.298 -0.505 0.780 1.0 0.5 -1.1 0.098
H 1.402 -0.860 0.171 -1.4 0.8 -0.5 0.085
H 0.005 3.003 0.320 -0.1 -1.8 -0.3 0.131
H -0.643 1.620 1.326 0.7 0.1 -1.5 0.134
H -2.187 0.868 -0.559 0.9 1.3 -0.2 0.113
H -1.402 1.992 -1.781 -0.1 0.1 1.5 0.116
H -3.240 2.632 0.770 0.8 0.5 -1.2 0.109
H -2.001 3.903 0.219 -1.0 -1.3 -0.4 0.109
H -3.654 4.690 -1.285 -0.4 -1.6 0.0 0.114
H -3.185 3.226 -2.293 -0.6 0.6 1.4 0.108
H -5.257 2.235 -2.140 0.1 0.9 1.6 0.098
H -5.058 2.159 -0.286 -0.4 0.9 -1.3 0.114
H -7.349 1.536 -0.500 -1.0 0.7 -1.1 0.097
H -9.344 2.381 0.921 0.0 -0.5 -1.5 0.119
H -10.183 2.987 -0.598 1.1 -1.2 0.7 0.127
H -11.110 0.860 -1.142 1.4 -0.1 1.2 0.133
H -10.177 -0.580 1.489 -0.9 1.5 -0.6 0.080
H -10.902 1.154 1.781 0.2 -1.4 -1.1 0.075
H -11.886 -0.134 0.909 1.6 0.4 0.3 0.079
H -9.741 -1.429 -0.512 0.7 1.5 -0.7 0.081
H -9.419 -0.520 -2.067 0.7 0.1 1.4 0.055
H -8.220 -0.414 -0.573 -1.4 0.1 -0.7 0.078
C 2.302 -3.264 6.108 0.2 -0.2 0.2 -0.044
C 1.722 -3.331 4.671 -0.5 -0.3 1.8 -0.478
C 1.844 -4.772 4.125 0.2 0.0 -0.2 -0.134
C 3.284 -5.159 3.799 0.0 -0.1 -0.1 -0.183
C 3.907 -4.147 2.844 -0.4 -0.1 0.0 -0.134
C 3.812 -2.698 3.375 2.1 0.4 0.2 -0.484
N 2.424 -2.339 3.792 -1.9 -1.4 -3.5 -0.042
O 1.678 -2.188 2.665 1.2 0.4 2.2 -0.033
C 4.794 -2.517 4.556 0.1 -0.1 0.3 -0.045
C 4.378 -1.732 2.306 -0.7 0.0 -0.2 -0.044
C 0.229 -2.982 4.871 0.0 0.2 -0.7 -0.048
H 3.107 -3.981 6.279 0.0 0.2 -0.1 0.064
H 2.658 -2.262 6.352 0.0 -0.1 -0.1 0.090
H 1.544 -3.512 6.855 -0.1 0.0 -0.3 0.082
H 1.235 -4.884 3.219 0.0 0.2 0.0 0.124
H 1.434 -5.481 4.853 0.0 0.3 0.1 0.125
H 3.883 -5.237 4.709 0.0 0.0 0.0 0.100
H 3.303 -6.156 3.341 0.0 0.1 0.1 0.116
H 4.954 -4.413 2.664 0.0 0.3 0.1 0.124
H 3.404 -4.225 1.873 -0.1 0.2 0.1 0.124
H 4.714 -1.510 4.978 0.0 -0.1 -0.1 0.094
H 5.830 -2.653 4.226 -0.2 0.1 -0.2 0.090
H 4.670 -3.231 5.362 -0.1 0.0 0.0 0.052
H 3.847 -1.793 1.353 -0.1 0.0 0.2 0.068
H 5.424 -1.969 2.090 -0.1 -0.1 0.2 0.087
H 4.341 -0.696 2.655 -0.1 -0.1 0.0 0.090
H 0.116 -1.972 5.275 0.1 0.0 -0.1 0.090
H -0.233 -3.676 5.580 0.3 0.0 0.0 0.084
H -0.352 -3.054 3.950 0.2 0.1 0.0 0.074
C 3.832 2.304 -5.125 -0.3 0.0 -0.1 -0.045
C 5.009 1.425 -4.630 -0.7 0.8 -1.5 -0.479
C 4.681 -0.067 -4.863 0.0 -0.1 0.3 -0.135
C 3.602 -0.589 -3.917 0.1 -0.1 0.0 -0.183
C 3.990 -0.324 -2.465 0.2 -0.1 -0.3 -0.130
C 4.309 1.166 -2.202 -1.7 0.5 1.3 -0.476
N 5.288 1.716 -3.185 2.8 -3.1 0.4 -0.046
O 6.511 1.195 -2.889 -2.0 1.5 -0.4 -0.026
C 2.997 1.985 -2.230 -0.2 0.0 0.0 -0.039
C 4.783 1.327 -0.738 0.7 -0.2 -0.2 -0.037
C 6.181 1.843 -5.548 0.4 -0.2 0.5 -0.049
H 2.863 1.810 -5.044 0.1 0.1 0.1 0.063
H 3.792 3.259 -4.597 0.0 -0.1 0.1 0.089
H 3.935 2.545 -6.187 0.2 -0.1 0.1 0.080
H 5.584 -0.676 -4.737 0.0 0.2 0.1 0.123
H 4.358 -0.219 -5.899 0.1 0.3 0.0 0.124
H 2.634 -0.132 -4.138 0.0 0.0 0.0 0.100
H 3.467 -1.667 -4.070 0.0 0.2 0.0 0.114
H 3.181 -0.658 -1.806 0.1 0.3 0.1 0.112
H 4.859 -0.945 -2.216 0.1 0.2 0.0 0.124
H 3.201 3.052 -2.089 0.1 -0.1 -0.1 0.096
H 2.325 1.669 -1.424 0.5 0.0 -0.2 0.058
H 2.411 1.871 -3.135 0.1 0.0 -0.1 0.056
H 5.671 0.732 -0.510 0.0 0.1 -0.2 0.076
H 4.004 0.996 -0.044 -0.1 0.1 -0.3 0.078
H 5.003 2.374 -0.511 0.0 -0.1 -0.1 0.089
H 6.421 2.902 -5.415 0.0 -0.1 0.1 0.090
H 5.914 1.694 -6.599 -0.2 0.0 0.2 0.083
H 7.086 1.258 -5.377 -0.1 0.1 0.2 0.075
```
Positions in Å, forces in eV/Å.

The multiplicity is 3. Its orbital gap (alpha / beta) is 8.9 / 9.0 eV. The total charge is 0. Its energy is -53378.0586 eV. For the lowest unoccupied orbital energy (alpha / beta), the calculation gives 0.20 / -0.32 eV. The highest occupied orbital energy (alpha / beta) comes out at -8.7 / -9.3 eV. The molar mass comes out at 654.72 g/mol. Its expectation value of S² is 2.0089.